Here is 6 unconnected molecules or ions with the total composition C43H63BrIN3O20P in a non-equilibrium geometry from the Open Molecules 2025 dataset. Energies are from the ωB97M-V functional and the def2-TZVPD basis.

```
! wB97M-V def2-TZVPD RIJCOSX def2/J DEFGRID3
* xyz -1 1
C 3.40166 2.52268 2.25467
C 2.57099 1.14359 2.62563
O 2.26283 0.46314 1.35768
C 0.78635 0.48032 1.09142
N 0.09591 1.80440 1.26379
C -1.35169 1.62116 0.90446
C -2.31056 2.98680 0.98605
C -1.56444 4.42098 1.41510
N -0.77862 4.98727 0.24406
C -3.93321 2.95078 0.67150
C -4.73695 4.38760 0.82493
O -5.05166 4.95437 1.99480
O -5.06921 5.08482 -0.44235
C -4.69284 1.52570 0.24579
C -6.31277 1.57471 -0.00147
Br -7.13976 0.54258 1.55131
C -6.82503 0.88876 -1.40007
C -5.99854 1.38629 -2.74442
C -3.72386 0.20635 0.13392
P -4.48511 -1.51641 -0.36288
O -3.57384 -2.14021 -1.72034
I -4.07182 -2.95395 1.61180
C -2.08879 0.24368 0.45208
N -1.34354 -1.05178 0.29903
C 0.11982 -0.92529 0.61453
C 1.05433 -2.29282 0.43517
C 1.62657 -2.37179 -1.13414
C 2.24570 -0.93892 -1.63618
C 2.94875 -0.97896 -3.12675
C 2.97340 0.60888 -3.64798
C 3.48147 1.66224 -2.49291
C 3.80296 3.18241 -3.05743
O 2.60049 4.00749 -2.71365
C 2.97466 5.14705 -1.85997
H 4.33503 2.71564 2.95302
H 3.85274 2.34759 1.16681
H 2.72766 3.49713 2.27244
H 3.35198 0.44297 3.19460
H 1.65629 1.30755 3.33705
H -2.29615 5.18436 1.91677
H -0.76193 4.14322 2.25361
H -0.05186 4.25139 -0.00737
H -1.41059 5.02477 -0.58729
H -6.78082 2.64714 0.06014
H -7.94564 1.26596 -1.56320
H -6.92058 -0.29946 -1.33309
H -5.13367 2.14312 -2.51962
H -5.66171 0.42341 -3.33291
H -6.77177 1.94160 -3.46480
H -3.45903 -1.44246 -2.44415
H 2.02203 -2.26909 1.11055
H 0.36109 -3.21615 0.64888
H 0.68178 -2.68646 -1.78023
H 2.39883 -3.25760 -1.13283
H 3.12074 -0.65558 -0.87541
H 1.44109 -0.05994 -1.68468
H 2.25741 -1.60758 -3.84968
H 4.05453 -1.38895 -3.12336
H 1.85081 0.84495 -3.97687
H 3.63571 0.72457 -4.62433
H 2.69546 1.81553 -1.60756
H 4.42412 1.15350 -1.97006
H 4.67028 3.60742 -2.35611
H 4.06975 3.22568 -4.19747
H 3.61437 5.90269 -2.49894
H 3.61288 4.87193 -0.91782
H 1.96587 5.67492 -1.53931
C -9.62706 -2.70624 6.06594
C -8.56130 -3.23211 5.12440
C -7.38065 -2.31873 4.99196
O -6.91829 -2.58972 3.68101
C -7.99977 -3.03017 2.97071
O -8.01927 -3.16446 1.75858
O -9.05566 -3.29721 3.79580
H -10.15946 -1.85636 5.62819
H -10.37898 -3.48258 6.25214
H -9.20042 -2.40588 7.02727
H -8.25303 -4.24055 5.42449
H -6.60202 -2.54312 5.72681
H -7.63743 -1.25550 5.05978
C 7.37620 -5.04843 -5.81614
C 6.67329 -3.99137 -4.98703
C 5.22782 -4.29617 -4.73517
O 4.65148 -3.00849 -4.61055
C 5.44334 -2.15703 -5.32896
O 5.14189 -1.00935 -5.61114
O 6.61428 -2.76082 -5.69135
H 7.04613 -5.01961 -6.85902
H 8.45657 -4.86010 -5.82591
H 7.20761 -6.05153 -5.41395
H 7.21420 -3.82270 -4.04841
H 5.08240 -4.87151 -3.81622
H 4.73806 -4.82020 -5.56373
C 10.84749 -10.24102 -4.13383
C 10.60354 -8.93373 -4.86208
C 9.21360 -8.40293 -4.68313
O 8.99515 -7.68151 -5.88214
C 9.79468 -8.25403 -6.83140
O 9.71837 -8.02294 -8.02658
O 10.68761 -9.12026 -6.26634
H 10.32092 -11.06937 -4.61752
H 11.91477 -10.49189 -4.16114
H 10.53704 -10.18103 -3.08673
H 11.35450 -8.19016 -4.57019
H 9.13458 -7.73942 -3.81702
H 8.45101 -9.18577 -4.60174
C 3.14664 4.06435 7.81000
C 3.34300 3.42573 6.44894
C 2.29120 2.41396 6.10871
O 2.98008 1.51855 5.25460
C 4.30180 1.59713 5.59372
O 5.15942 0.82113 5.20643
O 4.53513 2.65628 6.42482
H 3.36952 3.35841 8.61582
H 3.83903 4.90597 7.93264
H 2.12677 4.43981 7.93368
H 3.41844 4.19778 5.67415
H 1.44105 2.86328 5.58718
H 1.92120 1.85562 6.97608
C -7.43358 6.08642 1.67939
C -8.87117 5.84996 1.25949
C -9.86819 6.56278 2.12179
O -11.00804 5.72591 2.04301
C -10.54799 4.46648 1.77784
O -11.22922 3.45678 1.84206
O -9.22561 4.48706 1.43455
H -7.20241 5.56716 2.61444
H -6.75061 5.68321 0.92195
H -7.22066 7.15262 1.79888
H -9.00502 6.10508 0.20164
H -10.10000 7.56246 1.74293
H -9.56423 6.64234 3.17168
*
```

Summary:
- Kohn-Sham gap (Eh) = 0.2310
- electronic energy (eV) = -178450.0360

Löwdin population analysis, charges in e, atoms 1 to 99: atom 1 (C): -0.082, atom 2 (C): -0.234, atom 3 (O): -0.177, atom 4 (C): -0.114, atom 5 (N): 0.118, atom 6 (C): -0.089, atom 7 (C): -0.002, atom 8 (C): -0.243, atom 9 (N): -0.047, atom 10 (C): 0.050, atom 11 (C): -0.434, atom 12 (O): -0.143, atom 13 (O): -0.257, atom 14 (C): -0.131, atom 15 (C): -0.599, atom 16 (Br): 0.596, atom 17 (C): -0.306, atom 18 (C): -0.131, atom 19 (C): -0.292, atom 20 (P): 0.505, atom 21 (O): -0.460, atom 22 (I): 0.364, atom 23 (C): -0.148, atom 24 (N): 0.070, atom 25 (C): -0.092, atom 26 (C): -0.144, atom 27 (C): -0.202, atom 28 (C): -0.225, atom 29 (C): -0.201, atom 30 (C): -0.208, atom 31 (C): -0.182, atom 32 (C): -0.188, atom 33 (O): -0.280, atom 34 (C): -0.141, atom 35 (H): 0.074, atom 36 (H): 0.088, atom 37 (H): 0.084, atom 38 (H): 0.131, atom 39 (H): 0.123, atom 40 (H): 0.115, atom 41 (H): 0.106, atom 42 (H): 0.059, atom 43 (H): 0.072, atom 44 (H): 0.109, atom 45 (H): 0.114, atom 46 (H): 0.079, atom 47 (H): 0.084, atom 48 (H): 0.067, atom 49 (H): 0.080, atom 50 (H): 0.062, atom 51 (H): 0.115, atom 52 (H): 0.113, atom 53 (H): 0.120, atom 54 (H): 0.108, atom 55 (H): 0.119, atom 56 (H): 0.124, atom 57 (H): 0.120, atom 58 (H): 0.101, atom 59 (H): 0.125, atom 60 (H): 0.099, atom 61 (H): 0.118, atom 62 (H): 0.121, atom 63 (H): 0.117, atom 64 (H): 0.129, atom 65 (H): 0.096, atom 66 (H): 0.090, atom 67 (H): 0.104, atom 68 (C): -0.025, atom 69 (C): -0.354, atom 70 (C): -0.117, atom 71 (O): -0.018, atom 72 (C): -0.527, atom 73 (O): 0.107, atom 74 (O): 0.083, atom 75 (H): 0.095, atom 76 (H): 0.083, atom 77 (H): 0.088, atom 78 (H): 0.158, atom 79 (H): 0.142, atom 80 (H): 0.144, atom 81 (C): -0.022, atom 82 (C): -0.347, atom 83 (C): -0.110, atom 84 (O): 0.026, atom 85 (C): -0.499, atom 86 (O): 0.131, atom 87 (O): 0.089, atom 88 (H): 0.102, atom 89 (H): 0.089, atom 90 (H): 0.077, atom 91 (H): 0.160, atom 92 (H): 0.144, atom 93 (H): 0.144, atom 94 (C): -0.022, atom 95 (C): -0.350, atom 96 (C): -0.118, atom 97 (O): 0.033, atom 98 (C): -0.498, atom 99 (O): 0.139